{"formula": "H31NO14", "method": "ωB97M-V/def2-TZVPD", "homo_energy_ev": -10.069, "lumo_ev": -0.12, "total_charge": 0, "relative_energy_kcal_mol": 0.00, "homo_lumo_gap_ev": 10.0, "energy_ha": -1126.73108, "symbols": ["N", "H", "H", "H", "H", "H", "O", "H", "H", "O", "H", "H", "O", "H", "H", "O", "H", "H", "O", "H", "H", "O", "H", "H", "O", "H", "H", "O", "H", "H", "O", "H", "H", "O", "H", "H", "O", "H", "H", "O", "H", "H", "O", "H", "H", "O"], "coordinates": [[0.76596, -0.09766, 0.43521], [-0.09979, -0.25686, 0.94276], [1.09274, -0.96306, 0.02019], [1.50134, 0.13264, 1.08918], [1.04289, 0.96469, -1.52087], [1.86037, 1.01370, -2.70061], [0.96851, 1.29565, -2.45183], [0.97906, -2.30857, -2.29590], [2.23828, -2.94640, -1.70016], [1.35365, -2.64373, -1.46886], [-1.12382, -0.78033, 3.16737], [-1.65427, -2.11055, 2.51878], [-1.50616, -1.13870, 2.34149], [-0.28540, -3.47425, -0.95220], [-1.45367, -3.84291, -1.77085], [-1.24320, -3.65335, -0.84169], [0.55867, 3.37064, -0.36343], [0.71105, 3.32245, 1.07874], [1.27557, 3.28263, 0.29109], [3.42922, 1.81315, 1.85096], [3.86134, 0.40221, 1.56144], [3.26918, 0.90549, 2.13711], [0.94291, 0.74112, 3.19066], [1.11960, -0.22695, 4.27035], [0.40239, 0.17169, 3.75952], [0.12575, -0.41632, -3.31073], [-1.22901, -1.14283, -2.96626], [-0.41064, -1.20037, -3.48801], [-0.09616, -2.55102, 1.65999], [-0.90689, -3.66219, 1.12769], [-0.45455, -3.40456, 1.94944], [-2.45218, -0.25794, 1.24929], [-3.40967, 0.31041, 0.19301], [-2.73619, 0.58606, 0.83287], [-1.88475, -0.85018, -0.84139], [-2.71990, -2.08003, -1.06303], [-2.79714, -1.11989, -1.00011], [2.49631, 1.96100, 0.04196], [3.17157, 1.98849, -1.37566], [3.24628, 1.63259, -0.49137], [-2.01050, 2.01744, 0.33615], [-2.73822, 3.25966, 0.57329], [-1.90445, 2.98986, 0.16550], [-1.40283, 3.19258, -1.33827], [-0.77637, 2.46050, -2.56486], [-1.11688, 3.31396, -2.27800]], "forces_ev_per_angstrom": [[0.134, -0.016, -0.499], [0.177, -0.119, 0.044], [-0.296, -0.221, -0.159], [-0.006, 0.324, 0.230], [-0.855, 0.352, -0.028], [-0.098, 0.294, -0.716], [0.894, -1.146, 0.864], [-0.257, 0.258, -0.222], [-0.037, -0.096, 0.125], [0.080, -0.076, -0.046], [-0.018, 0.084, -0.537], [0.308, 1.275, -0.254], [-0.600, -1.093, 0.913], [-0.061, 0.066, 0.398], [-0.350, -0.225, 0.377], [0.508, 0.070, -0.941], [0.480, -0.042, -0.478], [0.391, -0.026, 0.144], [-1.162, 0.231, 0.399], [0.041, -0.024, 0.072], [-0.165, 0.065, 0.030], [0.059, -0.015, 0.195], [-0.406, 0.049, -0.187], [-0.336, -0.243, 0.242], [0.965, 0.287, 0.177], [-0.373, 0.463, 0.230], [0.383, 0.358, -0.242], [0.002, -0.746, 0.209], [0.242, -0.101, 0.409], [-0.024, -0.464, 0.285], [0.065, -0.202, -0.819], [0.029, 0.621, 0.272], [0.259, 0.127, 0.151], [-0.533, 0.027, 0.066], [-0.052, 0.188, 0.174], [-0.056, -0.062, 0.125], [0.210, -0.625, -0.806], [-0.038, 0.281, -0.846], [-0.178, 0.498, 0.098], [0.550, -0.723, 0.354], [0.390, 0.163, -0.093], [0.177, 0.570, -0.198], [-0.503, -0.667, 1.085], [-0.132, 0.103, -0.880], [0.108, 0.135, -0.013], [0.088, 0.040, 0.295]]}

***

{"formula": "C47H99N10O26P3", "method": "ωB97M-V/def2-TZVPD", "homo_energy_ev": [-10.001, -10.001], "lumo_ev": [-2.47, -6.23], "total_charge": 1, "multiplicity": 2, "s2": 0.76, "homo_lumo_gap_ev": [7.5, 3.8], "energy_ha": -5377.91277, "symbols": ["C", "N", "O", "O", "H", "H", "H", "C", "C", "C", "O", "C", "O", "O", "H", "H", "H", "H", "H", "H", "C", "C", "C", "O", "C", "O", "O", "H", "H", "H", "H", "H", "H", "C", "C", "C", "O", "C", "O", "O", "H", "H", "H", "H", "H", "H", "C", "C", "C", "O", "C", "O", "O", "H", "H", "H", "H", "H", "H", "C", "C", "C", "O", "C", "O", "O", "H", "H", "H", "H", "H", "H", "C", "C", "C", "O", "C", "O", "O", "H", "H", "H", "H", "H", "H", "C", "C", "C", "O", "C", "O", "O", "H", "H", "H", "H", "H", "H", "O", "P", "N", "C", "C", "N", "C", "C", "N", "C", "C", "H", "H", "H", "H", "H", "H", "H", "H", "H", "H", "H", "H", "H", "H", "H", "H", "H", "H", "O", "P", "N", "C", "C", "N", "C", "C", "N", "C", "C", "H", "H", "H", "H", "H", "H", "H", "H", "H", "H", "H", "H", "H", "H", "H", "H", "H", "H", "O", "P", "N", "C", "C", "N", "C", "C", "N", "C", "C", "H", "H", "H", "H", "H", "H", "H", "H", "H", "H", "H", "H", "H", "H", "H", "H", "H", "H"], "coordinates": [[1.52039, 7.03303, 12.99829], [0.51628, 6.67397, 12.00619], [-0.41445, 7.42026, 11.84702], [0.95688, 5.93807, 11.09683], [1.80061, 6.12574, 13.53348], [1.09338, 7.75046, 13.69903], [2.34729, 7.46216, 12.43244], [1.67233, 7.79736, 17.28107], [2.48816, 8.91299, 17.96704], [2.19463, 9.18922, 19.42182], [3.46452, 9.49266, 19.94747], [4.47373, 9.20647, 19.03195], [5.65712, 9.47003, 19.20964], [3.93752, 8.74757, 17.89208], [2.00549, 7.58100, 16.26604], [0.68485, 8.21597, 17.08675], [1.64159, 6.88644, 17.87889], [2.34103, 9.88546, 17.49718], [1.70964, 8.33453, 19.89339], [1.62315, 10.11716, 19.44242], [1.65666, 9.00117, 8.78054], [3.01044, 8.53548, 9.33693], [4.19294, 9.06636, 8.55649], [4.65522, 10.10286, 9.44613], [4.07077, 10.07366, 10.61984], [4.39900, 10.81519, 11.59798], [3.10804, 9.17920, 10.63913], [1.47851, 8.53909, 7.80954], [1.62343, 10.06331, 8.53789], [0.82532, 8.63504, 9.38297], [3.10681, 7.45063, 9.38076], [3.87835, 9.52592, 7.61951], [4.91108, 8.26132, 8.40062], [-1.81044, 3.67183, 10.94542], [-1.86596, 2.98238, 12.26783], [-0.63206, 2.14497, 12.57242], [-0.35618, 2.43314, 13.92462], [-0.77875, 3.63071, 14.13591], [-0.49917, 4.26679, 15.15288], [-1.70406, 3.99912, 13.23293], [-2.61522, 4.40690, 10.93544], [-1.93225, 2.93866, 10.14809], [-0.81923, 4.12413, 10.91341], [-2.73884, 2.34258, 12.39752], [0.26664, 2.38183, 12.00291], [-0.78514, 1.07329, 12.44529], [2.80183, 3.27869, 13.88719], [3.44958, 3.23285, 15.25834], [3.70962, 4.58983, 15.88467], [2.94483, 4.55816, 17.07595], [2.33859, 3.40108, 17.27888], [1.56904, 3.05940, 18.17656], [2.49120, 2.69049, 16.17898], [3.53719, 3.67286, 13.18577], [1.91571, 3.89833, 13.74955], [2.65707, 2.24366, 13.57760], [4.33294, 2.59766, 15.32389], [3.24390, 5.37637, 15.29090], [4.77153, 4.79096, 16.02598], [0.07445, 12.55745, 11.33044], [0.04562, 11.17712, 12.01725], [1.30612, 10.71801, 12.68736], [0.97378, 10.58233, 14.07236], [-0.30793, 10.65088, 14.24958], [-0.88570, 10.38089, 15.32225], [-0.82462, 11.25492, 13.09207], [-0.94007, 12.95097, 11.26711], [0.47056, 12.49786, 10.31671], [0.60751, 13.37025, 11.82367], [-0.31586, 10.37047, 11.37946], [2.16764, 11.35942, 12.50169], [1.59214, 9.73443, 12.31468], [4.50544, 12.29160, 16.62751], [4.99536, 11.45664, 15.40415], [6.15866, 10.50942, 15.70877], [5.59951, 9.23970, 15.15720], [4.30282, 9.33398, 14.89787], [3.62503, 8.35117, 14.56245], [3.93661, 10.61812, 14.96239], [3.75534, 13.01945, 16.31818], [5.26005, 12.87648, 17.15341], [4.13829, 11.65513, 17.43262], [5.24496, 12.16509, 14.61428], [6.47216, 10.44350, 16.75064], [7.04852, 10.83461, 15.16979], [7.29565, 8.84347, 11.61881], [7.04990, 7.27447, 11.65024], [6.86511, 6.73492, 13.08802], [5.58957, 6.14374, 12.96715], [5.02417, 6.25231, 11.71870], [3.89644, 5.90047, 11.39418], [5.83580, 6.98930, 10.96935], [8.24079, 9.08397, 12.10560], [6.43168, 9.39204, 11.99391], [7.40076, 9.10314, 10.56542], [7.92199, 6.82106, 11.17908], [7.02609, 7.64084, 13.67240], [7.62545, 5.96907, 13.24119], [-2.60695, 4.47868, 6.10855], [-1.93895, 5.80559, 6.01930], [-1.10583, 6.18087, 7.48891], [-1.70793, 6.74446, 8.67735], [0.24181, 5.64395, 7.67878], [-3.01090, 7.14329, 5.78958], [-4.23636, 7.04129, 5.01073], [-2.63824, 8.52763, 6.05665], [-0.74147, 5.89149, 4.77975], [-0.26426, 4.75070, 3.94125], [-0.01172, 7.11832, 4.52779], [-2.75030, 6.80126, 8.36374], [-1.28760, 7.70141, 8.98668], [-1.59008, 6.17186, 9.59732], [0.74003, 5.47550, 6.72406], [0.34775, 4.73286, 8.26765], [0.86292, 6.42830, 8.11136], [-5.02905, 7.30365, 5.71139], [-4.21682, 7.80648, 4.23471], [-4.28397, 6.02185, 4.62789], [-1.67629, 8.59572, 6.56469], [-2.61284, 9.12286, 5.14388], [-3.38901, 8.98758, 6.69922], [-0.01606, 5.09428, 2.93704], [0.66177, 4.33991, 4.34351], [-0.99620, 3.94546, 4.00428], [-0.71638, 7.91067, 4.27534], [0.66549, 6.95715, 3.68904], [0.57205, 7.32711, 5.42429], [0.11780, 1.81951, 8.56554], [1.54387, 1.29722, 8.63375], [2.41107, 2.01232, 9.97492], [3.61041, 1.45529, 10.61529], [2.36650, 3.40600, 10.10577], [2.47734, 1.69830, 7.26308], [3.88343, 1.29661, 7.00531], [1.95797, 2.57736, 6.19668], [1.65588, -0.35825, 8.82503], [1.52369, -1.26613, 7.69965], [1.09509, -0.91730, 10.08062], [3.58382, 0.38409, 10.41550], [3.57417, 1.59887, 11.69519], [4.52877, 1.79403, 10.13574], [2.70121, 3.84369, 11.04624], [1.31246, 3.67634, 10.16913], [2.77900, 3.90703, 9.23002], [4.32486, 0.95084, 7.94002], [3.82459, 0.46940, 6.29796], [4.43061, 2.18417, 6.68763], [1.37235, 3.38720, 6.63175], [2.69634, 2.91787, 5.47077], [1.11644, 2.06352, 5.73204], [1.86478, -0.75173, 6.80123], [1.91055, -2.23673, 8.01008], [0.46211, -1.48071, 7.57672], [1.24293, -0.17784, 10.86766], [1.68424, -1.79722, 10.33892], [0.04716, -1.20154, 9.98496], [-5.77169, 9.37029, 13.38484], [-4.94404, 8.16033, 13.25685], [-3.98136, 8.11501, 11.84373], [-4.77000, 7.95545, 10.59558], [-2.84132, 9.05502, 11.70784], [-5.76003, 6.66367, 13.24492], [-4.96722, 5.42762, 13.03194], [-7.02904, 6.51607, 13.95365], [-3.68111, 7.93298, 14.39230], [-3.79198, 8.55559, 15.71115], [-2.57211, 6.90263, 14.32139], [-4.08167, 8.13750, 9.77025], [-5.64403, 8.60622, 10.62141], [-5.16186, 6.94425, 10.48586], [-2.15801, 9.16533, 12.54987], [-3.24675, 10.05154, 11.53266], [-2.26241, 8.84175, 10.80924], [-4.34948, 5.22604, 13.90707], [-5.68483, 4.63217, 12.83102], [-4.34058, 5.49834, 12.14287], [-7.53192, 5.65052, 13.52233], [-6.79050, 6.25898, 14.98569], [-7.66575, 7.39783, 13.88154], [-4.23310, 7.80790, 16.37031], [-2.79340, 8.79109, 16.07922], [-4.47555, 9.40307, 15.65999], [-1.65813, 7.40741, 14.63434], [-2.47681, 6.61937, 13.27316], [-2.70673, 6.01841, 14.94440]], "forces_ev_per_angstrom": [[0.008, -0.251, 1.717], [2.792, 0.358, -3.497], [-1.609, 0.003, 0.416], [-1.503, 0.079, 1.620], [0.309, 0.194, -0.180], [0.064, -0.051, -0.136], [-0.047, -0.208, 0.235], [0.485, 0.866, 0.053], [-0.180, 0.129, -1.467], [-0.049, -0.037, -0.605], [1.860, -0.380, -0.035], [1.290, 1.381, 0.826], [-2.839, -0.904, -0.340], [-0.252, -0.503, 0.488], [0.572, -0.021, 0.186], [-0.304, -0.107, 0.500], [-0.096, 0.056, -0.066], [-0.226, -0.227, -0.729], [0.125, 0.189, 0.449], [-0.427, -0.371, 0.541], [0.261, -0.963, -0.778], [-1.656, 0.465, -0.593], [-0.509, 0.387, 0.635], [1.508, 0.391, -1.161], [1.486, 2.729, 3.678], [-1.362, -2.764, -3.598], [-0.210, -1.281, 0.231], [0.172, -0.276, -0.177], [0.040, 0.179, 0.637], [0.041, 0.402, 0.301], [-0.397, 0.059, 0.759], [0.265, -0.019, 0.022], [0.442, 0.510, 0.086], [-0.202, -0.572, -0.039], [1.146, -0.808, -0.866], [0.312, -1.509, -1.113], [0.944, -1.421, -0.137], [-0.731, 2.136, 4.117], [-0.505, -0.381, -2.427], [-0.345, 1.087, 1.024], [0.142, 0.132, -0.378], [0.094, 0.247, -0.256], [-0.194, 0.302, -0.496], [-0.411, 0.492, 0.437], [-0.113, 0.350, -0.374], [-0.139, 0.058, 0.192], [1.400, -0.543, -0.486], [-1.111, 0.253, 0.444], [-0.530, 0.416, -0.699], [0.936, 1.499, 2.045], [-3.071, -0.964, 0.911], [2.463, 1.350, -1.639], [0.170, -2.153, -0.822], [0.176, 0.153, -0.083], [-0.065, -0.214, 0.629], [-0.539, 0.078, -0.077], [-0.030, -0.070, -0.445], [0.418, 0.195, -0.174], [-0.193, 0.141, 0.430], [-0.360, -0.192, -0.348], [0.421, 1.043, -0.609], [1.440, -0.699, -0.632], [1.648, -0.724, 0.227], [-1.886, 1.199, 1.599], [1.088, 0.647, -3.807], [-2.569, -0.959, 3.128], [-0.186, -0.305, -0.193], [0.015, -0.149, -0.022], [0.390, -0.511, 0.490], [-0.084, 0.280, -0.537], [-0.071, 0.126, 0.630], [0.051, 0.051, 0.245], [0.131, -0.307, -0.189], [0.120, 1.454, 1.715], [-0.775, -0.326, -1.002], [1.869, 0.243, 1.027], [-0.562, -1.580, -1.024], [1.214, 2.823, 0.799], [-1.210, -0.504, -0.077], [-0.207, -0.266, 0.005], [0.566, -0.050, -0.546], [-0.361, -0.241, -0.259], [-0.064, -0.284, -0.255], [-0.661, -0.547, 0.124], [-0.090, -0.542, -0.403], [-0.405, -1.763, -0.884], [1.367, 2.419, 0.417], [0.898, 0.371, -2.710], [-1.723, -0.928, 0.542], [-1.351, 0.751, 1.057], [2.740, 0.324, 0.841], [0.149, -0.332, -1.005], [-0.189, 0.033, 0.228], [0.169, -0.022, 0.359], [0.066, 0.204, -0.029], [-0.389, -0.299, -0.430], [-0.990, -0.658, 1.080], [-0.259, 0.013, 0.583], [0.235, 1.131, -0.830], [0.354, 0.254, 0.217], [0.862, -0.195, -1.163], [-0.646, -0.318, -0.707], [0.381, 0.720, -0.612], [1.936, -0.734, 0.620], [0.714, -0.146, 0.778], [-0.003, -0.416, 0.309], [-0.811, -1.064, 0.024], [-0.422, 0.176, 1.522], [-0.396, -0.371, 0.418], [-0.289, 0.508, 0.827], [0.000, 0.545, -0.469], [-0.117, -0.703, -0.272], [-0.325, -0.236, -0.207], [-0.472, -0.050, 0.152], [0.027, -0.004, 0.528], [-0.581, -0.336, -0.326], [-0.073, -0.241, -0.366], [-0.542, 0.203, -0.093], [-0.017, -0.050, -0.074], [0.137, 0.010, -0.205], [-0.145, 0.125, 0.191], [-0.572, -0.073, -0.079], [0.258, -0.022, 0.171], [-0.045, 0.129, -0.429], [0.297, 0.311, 0.113], [-0.033, 0.150, 0.078], [0.237, 0.696, -0.044], [2.475, -0.315, 0.033], [-0.319, 1.530, -0.008], [0.106, -2.777, 0.223], [-0.877, -1.320, -1.216], [-2.072, 1.683, -0.269], [0.095, 0.318, 0.132], [-1.476, -0.136, 1.214], [-2.067, -0.651, 0.938], [0.390, 0.623, 1.150], [-1.166, 0.432, 0.557], [0.861, 0.473, -0.527], [0.160, -0.191, 0.263], [0.247, 0.251, -0.140], [0.218, 0.463, 0.332], [0.792, -0.501, -0.149], [-0.233, 0.340, -0.502], [0.390, 0.483, 0.074], [0.107, -0.168, -0.104], [0.770, 0.164, -0.287], [0.140, -0.318, -0.328], [0.643, 0.509, 0.121], [0.041, -0.198, 0.322], [0.287, -0.280, -0.865], [0.417, -0.702, -0.028], [0.840, 0.116, -0.616], [-0.345, 0.086, -0.384], [-0.253, -0.095, 0.076], [-0.064, -0.126, 0.061], [-0.114, 0.129, -0.054], [0.243, -0.949, 0.993], [0.731, -0.082, -3.640], [-0.358, -0.861, 1.192], [0.152, -0.092, 0.634], [-0.895, 0.908, -0.391], [1.296, 1.207, -0.206], [-0.734, 0.382, -0.210], [0.376, -0.446, 0.120], [1.113, -0.892, 1.776], [-0.511, -0.188, -0.471], [-0.642, 1.243, -1.286], [-0.381, 0.197, -0.065], [0.153, 0.362, -0.475], [0.198, -0.161, 0.109], [-0.328, -0.573, 0.157], [-0.024, 0.322, 0.089], [-0.027, -0.536, 0.182], [-0.127, -0.428, -0.076], [0.107, -0.111, 0.311], [0.075, 0.312, 0.167], [-0.144, 0.114, -0.046], [-0.404, 0.104, 0.295], [0.304, -0.015, 0.013], [-0.022, -0.157, 0.315], [-0.069, 0.238, -0.094], [0.299, 0.089, 0.030], [-0.032, 0.085, 0.139], [0.072, -0.101, 0.217], [-0.387, 0.145, 0.259]]}

***

Max |F| across the listed records, respectively: 1.7 4.8 eV/Å.